Run A
{"formula": "C5H6F2", "method": "ωB97M-V/def2-TZVPD", "homo_lumo_gap_ha": [0.2099, 0.3248], "total_charge": 0, "elements": ["C", "C", "C", "C", "C", "F", "F", "H", "H", "H", "H", "H", "H"], "positions_angstrom": [[-0.203, -1.273, -0.900], [-1.440, -0.783, -0.907], [-0.731, -0.531, 0.281], [-0.587, 0.013, 1.648], [1.380, 1.340, -0.701], [-2.525, -0.915, -1.600], [1.318, 0.281, -1.517], [0.739, -1.799, -1.176], [-1.561, 0.397, 2.003], [0.126, 0.785, 1.683], [-0.091, -0.799, 2.270], [1.919, 1.027, 0.158], [1.656, 2.258, -1.244]]}

=====

Run B
{"formula": "C5H6F2", "method": "ωB97M-V/def2-TZVPD", "homo_lumo_gap_ha": [0.2909, 0.3015], "total_charge": 0, "elements": ["C", "C", "C", "C", "C", "F", "F", "H", "H", "H", "H", "H", "H"], "positions_angstrom": [[0.529, 0.088, -0.463], [1.526, -0.319, 0.479], [-0.672, 0.666, 0.036], [0.827, -0.098, -1.931], [-1.307, 0.152, 1.285], [0.272, 0.707, -2.829], [0.604, -1.408, -2.309], [2.538, -0.628, 0.182], [1.479, -0.285, 1.552], [-1.483, 1.128, -0.748], [-0.605, -0.141, 2.033], [-1.823, -0.759, 0.915], [-1.885, 0.896, 1.798]]}

=====

Relative energy table, unit hartree: run A 0.1262; run B 0.0000

=====

Run A
{"formula": "C21H42O7", "method": "ωB97M-V/def2-TZVPD", "homo_lumo_gap_ha": 0.3094, "total_charge": 0, "elements": ["C", "C", "O", "C", "H", "H", "H", "H", "H", "H", "C", "C", "O", "C", "H", "H", "H", "H", "H", "H", "C", "C", "O", "C", "H", "H", "H", "H", "H", "H", "C", "C", "O", "C", "H", "H", "H", "H", "H", "H", "C", "C", "O", "C", "H", "H", "H", "H", "H", "H", "C", "C", "O", "C", "H", "H", "H", "H", "H", "H", "C", "C", "O", "C", "H", "H", "H", "H", "H", "H"], "positions_angstrom": [[1.486, 4.124, -0.532], [1.982, 3.526, -1.816], [2.891, 4.092, -2.411], [1.311, 2.281, -2.373], [2.343, 4.553, -0.013], [0.965, 3.366, 0.053], [0.713, 4.862, -0.745], [1.870, 1.968, -3.254], [0.257, 2.381, -2.631], [1.413, 1.477, -1.644], [-3.101, -3.741, -1.332], [-2.106, -3.224, -0.360], [-2.357, -2.259, 0.377], [-0.684, -3.680, -0.416], [-3.065, -3.083, -2.201], [-4.102, -3.742, -0.900], [-2.840, -4.750, -1.651], [-0.223, -3.229, -1.295], [-0.631, -4.756, -0.582], [-0.032, -3.527, 0.444], [1.388, 0.130, 0.363], [0.449, -0.264, -0.697], [0.069, 0.575, -1.474], [0.015, -1.679, -0.901], [2.151, -0.640, 0.480], [0.930, 0.183, 1.350], [1.767, 1.114, 0.085], [-0.924, -1.778, -1.446], [-0.303, -2.173, 0.017], [0.858, -2.125, -1.429], [2.522, 2.632, 1.122], [1.453, 2.015, 1.990], [0.351, 1.717, 1.577], [1.938, 1.635, 3.391], [3.394, 1.992, 0.988], [2.892, 3.573, 1.529], [2.105, 2.843, 0.137], [1.091, 1.316, 3.998], [2.382, 2.507, 3.871], [2.640, 0.825, 3.193], [-1.431, 2.337, -1.005], [-1.888, 2.140, 0.419], [-2.819, 2.828, 0.886], [-1.519, 0.847, 1.078], [-1.291, 1.366, -1.480], [-0.485, 2.876, -1.068], [-2.178, 2.836, -1.621], [-1.810, 0.015, 0.437], [-2.110, 0.848, 1.994], [-0.459, 0.923, 1.320], [1.645, -2.475, 1.858], [2.472, -2.036, 3.065], [3.329, -2.714, 3.545], [2.121, -0.677, 3.673], [2.284, -2.858, 1.062], [0.976, -1.715, 1.456], [1.035, -3.330, 2.147], [1.038, -0.560, 3.637], [2.683, 0.087, 3.134], [2.387, -0.790, 4.724], [-1.860, -1.510, -3.285], [-2.907, -0.610, -2.674], [-3.270, 0.319, -3.348], [-3.470, -0.919, -1.350], [-1.138, -0.904, -3.834], [-2.369, -2.179, -3.979], [-1.335, -2.176, -2.602], [-4.540, -0.713, -1.322], [-3.004, -0.310, -0.576], [-3.347, -1.984, -1.154]]}

=====

Run B
{"formula": "C21H42O7", "method": "ωB97M-V/def2-TZVPD", "homo_lumo_gap_ha": 0.3478, "smiles": "CC(C)=O.CC(C)=O.CC(C)=O.CC(C)=O.CC(C)=O.CC(C)=O.CC(C)=O", "total_charge": 0, "elements": ["C", "C", "O", "C", "H", "H", "H", "H", "H", "H", "C", "C", "O", "C", "H", "H", "H", "H", "H", "H", "C", "C", "O", "C", "H", "H", "H", "H", "H", "H", "C", "C", "O", "C", "H", "H", "H", "H", "H", "H", "C", "C", "O", "C", "H", "H", "H", "H", "H", "H", "C", "C", "O", "C", "H", "H", "H", "H", "H", "H", "C", "C", "O", "C", "H", "H", "H", "H", "H", "H"], "positions_angstrom": [[-2.291, 14.304, 18.252], [-1.520, 13.346, 17.380], [-0.315, 13.282, 17.408], [-2.336, 12.464, 16.486], [-3.121, 14.737, 17.700], [-1.598, 15.050, 18.631], [-2.677, 13.728, 19.098], [-1.708, 11.738, 15.967], [-2.836, 13.026, 15.694], [-3.073, 11.895, 17.056], [0.821, 4.404, 23.573], [1.034, 4.888, 22.166], [0.904, 4.154, 21.212], [1.509, 6.300, 21.981], [-0.106, 4.822, 23.964], [1.637, 4.776, 24.196], [0.783, 3.319, 23.579], [2.586, 6.383, 22.138], [1.027, 7.047, 22.613], [1.308, 6.615, 20.955], [-2.138, 9.257, 18.127], [-1.637, 9.372, 19.554], [-2.040, 10.238, 20.301], [-0.635, 8.331, 19.998], [-3.127, 9.706, 18.052], [-2.180, 8.204, 17.845], [-1.461, 9.802, 17.468], [-0.036, 8.746, 20.806], [0.051, 8.116, 19.177], [-1.144, 7.397, 20.229], [-2.272, 8.922, 25.056], [-1.896, 7.845, 24.067], [-0.912, 7.167, 24.230], [-2.795, 7.627, 22.871], [-1.378, 9.350, 25.500], [-2.906, 8.497, 25.836], [-2.843, 9.714, 24.567], [-3.175, 8.568, 22.482], [-3.617, 6.963, 23.146], [-2.202, 7.129, 22.109], [-5.655, 7.714, 18.017], [-5.170, 7.565, 19.451], [-4.731, 6.517, 19.845], [-5.294, 8.780, 20.322], [-6.379, 8.520, 17.917], [-6.074, 6.763, 17.702], [-4.800, 7.940, 17.375], [-4.501, 9.468, 19.988], [-5.132, 8.602, 21.377], [-6.224, 9.315, 20.136], [1.156, 6.222, 15.486], [2.034, 5.781, 16.626], [3.129, 5.315, 16.430], [1.457, 5.916, 18.020], [1.676, 6.083, 14.543], [0.912, 7.284, 15.602], [0.208, 5.683, 15.512], [1.891, 5.150, 18.657], [0.375, 5.789, 18.000], [1.722, 6.909, 18.387], [1.315, 11.370, 21.779], [1.888, 10.557, 22.922], [2.510, 9.548, 22.729], [1.569, 11.042, 24.316], [2.107, 12.016, 21.394], [0.493, 11.995, 22.120], [0.993, 10.706, 20.981], [0.481, 11.110, 24.417], [1.953, 12.056, 24.463], [1.966, 10.380, 25.078]]}

=====

Relative energy table, unit hartree: run A 0.7239; run B 0.0000

=====

Run A
{"formula": "C4H5N2", "method": "ωB97M-V/def2-TZVPD", "homo_lumo_gap_ha": 0.3654, "total_charge": 1, "elements": ["C", "C", "C", "C", "N", "N", "H", "H", "H", "H", "H"], "positions_angstrom": [[0.601, -0.862, 1.440], [-0.819, 0.691, -1.168], [0.235, 0.324, 0.638], [-1.037, -0.209, 0.098], [-0.645, -1.381, 0.379], [0.597, 0.960, -0.470], [1.469, -1.328, 1.032], [0.322, -1.069, 2.543], [-0.777, 0.050, -2.045], [-1.393, 1.657, -1.408], [1.445, 1.169, -1.039]]}

=====

Run B
{"formula": "C4H5N2", "method": "ωB97M-V/def2-TZVPD", "homo_lumo_gap_ha": [0.3398, 0.3418], "total_charge": 1, "elements": ["C", "C", "C", "C", "N", "N", "H", "H", "H", "H", "H"], "positions_angstrom": [[0.038, 1.111, -1.816], [0.608, -0.893, 1.256], [0.008, 0.398, 0.861], [0.341, 0.225, -0.624], [-1.171, 1.259, -1.446], [-0.379, -0.839, 0.157], [0.810, 1.313, -2.568], [1.453, -1.185, 0.721], [0.376, -1.448, 2.169], [-0.696, 1.222, 1.309], [-1.387, -1.164, -0.020]]}

=====

Run C
{"formula": "C4H5N2", "method": "ωB97M-V/def2-TZVPD", "homo_lumo_gap_ha": 0.3323, "smiles": "C=C=C1NC1=[NH2+]", "total_charge": 1, "elements": ["C", "C", "C", "C", "N", "N", "H", "H", "H", "H", "H"], "positions_angstrom": [[-0.794, -1.093, -0.078], [0.351, -0.520, 0.259], [1.394, 0.298, 0.093], [-1.720, -1.944, -0.066], [1.780, -0.987, -0.021], [2.216, 1.363, -0.036], [-1.856, -2.559, 0.881], [-2.418, -2.160, -0.779], [2.256, -1.652, -0.578], [3.222, 1.202, -0.061], [2.111, 2.473, 0.095]]}

=====

Relative energy table, unit hartree: run A 0.0331; run B 0.0762; run C 0.0000